[1]
ORCA calculation (ωB97M-V/def2-TZVPD) on C51H72BrNOP2S6Si2Ti as an isolated structure.

Geometry as XYZ:
```
137
Properties=species:S:1:pos:R:3:forces:R:3:lowdin_spin:R:1
Ti 0.6025 -0.3070 0.1651 1.06 -0.05 0.76 1.028
C -3.1174 0.2716 -1.2224 0.45 0.04 0.17 0.000
Si -1.3650 1.0203 -0.8122 -1.64 0.88 -0.41 0.007
C -1.8263 2.3802 0.5085 0.10 -0.29 -0.19 0.004
C -3.1297 2.8378 0.6708 -0.11 0.11 -0.07 0.000
C -3.4694 3.7946 1.6133 -0.06 0.17 0.04 0.000
C -2.4846 4.3335 2.4212 -0.17 0.13 0.03 0.000
C -1.1839 3.8742 2.3046 0.07 0.02 0.07 0.000
C -0.8501 2.8896 1.3828 -0.02 0.17 0.24 0.000
P 0.8257 2.1791 1.2142 0.50 1.17 -0.10 0.003
C 1.9704 2.3573 2.7120 -0.28 -0.44 -0.18 0.001
C 1.5565 3.0978 3.9867 0.00 0.14 -0.07 0.000
C 2.5668 2.8417 5.1217 0.14 0.13 -0.03 0.000
C 3.9331 2.4608 4.5645 0.02 -0.07 0.20 0.000
C 3.8402 1.1295 3.8117 -0.02 0.13 -0.03 0.000
C 2.4737 0.9753 3.1364 0.26 -0.22 -0.13 0.000
C 1.6128 3.6098 0.2305 -0.17 -0.44 -0.05 -0.001
C 1.5442 4.9926 0.8751 0.13 -0.11 0.07 0.000
C 2.4364 5.9832 0.1100 0.02 -0.07 -0.04 0.000
C 2.4788 5.6619 -1.3886 -0.16 0.17 -0.07 0.000
C 1.1461 5.0616 -1.8159 0.21 -0.06 -0.11 0.000
C 0.9538 3.6966 -1.1444 0.00 0.07 -0.01 0.000
C -1.3436 2.1144 -2.4496 0.32 -0.45 0.30 -0.003
C -2.1759 3.2278 -2.5279 -0.24 0.15 0.07 -0.001
C -2.3330 3.9607 -3.6871 -0.10 0.07 0.02 0.000
C -1.6436 3.5814 -4.8261 0.08 0.07 -0.25 0.000
C -0.7878 2.4988 -4.7674 -0.13 0.10 -0.18 0.000
C -0.6192 1.7678 -3.5921 0.26 -0.19 0.06 0.000
P 0.4830 0.2883 -3.5289 -0.10 0.27 -0.71 0.004
C -0.4120 -0.6745 -4.9292 -0.04 -0.08 0.28 0.000
C -0.2407 -0.4356 -6.4314 0.16 0.25 0.07 0.000
C 1.0448 -1.0174 -7.0069 -0.17 -0.15 -0.16 0.000
C 1.2069 -2.4893 -6.6452 0.24 0.15 0.12 0.000
C 1.0694 -2.7020 -5.1431 -0.27 -0.21 -0.23 0.007
C -0.2718 -2.1744 -4.6576 0.13 -0.04 0.25 0.001
C 2.1539 1.0676 -3.9939 -0.47 -0.35 -0.01 0.000
C 3.2415 0.0037 -4.1502 0.16 0.09 0.39 0.003
C 4.6223 0.6195 -3.9483 -0.01 -0.08 -0.31 0.000
C 4.8442 1.7807 -4.9129 0.06 0.10 0.28 0.000
C 3.7169 2.8010 -4.7938 0.09 -0.10 -0.45 0.000
C 2.3516 2.1577 -5.0430 0.02 0.20 0.35 0.000
H -3.7435 0.9580 -1.7881 -0.02 0.25 -0.05 0.000
H -3.6534 0.0049 -0.3163 -0.10 -0.17 0.25 0.000
H -3.0127 -0.6282 -1.8228 0.07 -0.20 -0.09 0.000
H -3.9170 2.4214 0.0568 -0.08 -0.05 -0.09 0.000
H -4.5022 4.0984 1.7337 -0.03 0.03 -0.01 0.000
H -2.7227 5.0987 3.1516 -0.03 -0.05 0.02 0.000
H -0.4326 4.2886 2.9551 0.11 0.03 0.08 0.000
H 2.8282 2.8789 2.2628 -0.18 -0.02 -0.02 0.000
H 0.5703 2.7612 4.3093 -0.08 0.05 -0.08 0.000
H 1.5152 4.1743 3.8017 -0.14 0.00 0.00 0.000
H 2.2044 2.0373 5.7603 -0.03 -0.07 0.08 0.000
H 2.6544 3.7389 5.7415 -0.08 -0.05 0.07 0.000
H 4.6707 2.3900 5.3681 0.04 0.07 0.01 0.000
H 4.2705 3.2506 3.8895 0.09 0.07 -0.01 0.000
H 3.9997 0.3017 4.5049 0.05 -0.08 0.02 0.000
H 4.6269 1.0873 3.0543 0.05 -0.09 -0.01 0.000
H 1.7487 0.5344 3.8200 -0.06 0.00 -0.02 0.000
H 2.5660 0.2893 2.2896 -0.06 0.16 0.20 0.000
H 2.6670 3.3268 0.1135 -0.08 -0.10 0.04 0.000
H 1.8570 4.9677 1.9178 -0.06 0.02 0.10 0.000
H 0.5083 5.3335 0.8483 -0.04 0.02 0.08 0.000
H 3.4509 5.9610 0.5160 0.02 0.04 0.05 0.000
H 2.0472 6.9952 0.2555 0.05 0.04 0.02 0.000
H 3.2661 4.9351 -1.5960 0.12 -0.01 -0.04 0.000
H 2.7010 6.5668 -1.9618 0.10 -0.04 -0.01 0.000
H 1.0987 4.9459 -2.9010 -0.08 0.03 -0.03 0.000
H 0.3412 5.7424 -1.5259 -0.07 0.03 -0.05 0.000
H 1.3534 2.9066 -1.7846 -0.11 -0.02 0.05 0.000
H -0.1154 3.5277 -1.0324 0.13 -0.02 -0.07 0.000
H -2.7173 3.5240 -1.6422 -0.13 0.11 0.05 0.000
H -3.0018 4.8123 -3.7106 -0.02 0.06 0.03 0.000
H -1.7597 4.1220 -5.7590 -0.03 0.04 0.02 0.000
H -0.2588 2.2177 -5.6653 0.03 0.03 0.03 0.000
H -1.4492 -0.4030 -4.6765 0.21 0.03 0.01 0.000
H -0.2909 0.6238 -6.6761 -0.10 0.01 -0.06 0.000
H -1.0979 -0.9152 -6.9203 0.00 -0.01 -0.09 0.000
H 1.8987 -0.4530 -6.6322 0.03 0.04 -0.01 0.000
H 1.0346 -0.9124 -8.0976 0.06 0.11 0.02 0.000
H 2.1832 -2.8439 -6.9869 -0.01 -0.09 -0.09 0.000
H 0.4374 -3.0747 -7.1585 -0.01 -0.06 -0.07 0.000
H 1.8576 -2.1687 -4.6142 0.15 -0.07 0.09 0.003
H 1.1669 -3.7647 -4.9088 0.04 0.10 0.09 0.003
H -0.3805 -2.3619 -3.5890 -0.04 -0.04 0.01 0.000
H -1.0780 -2.7138 -5.1668 -0.08 -0.03 -0.06 0.000
H 2.3528 1.5397 -3.0186 -0.05 -0.11 -0.09 0.000
H 3.2046 -0.4578 -5.1385 -0.08 -0.06 -0.05 0.000
H 3.0929 -0.7707 -3.3973 -0.04 -0.13 -0.03 0.003
H 5.3896 -0.1438 -4.1007 0.07 -0.02 0.07 0.000
H 4.6945 0.9608 -2.9160 0.05 0.07 0.10 0.000
H 4.8882 1.4051 -5.9408 0.00 -0.02 -0.05 0.000
H 5.8016 2.2631 -4.6974 0.07 0.00 -0.08 0.000
H 3.8748 3.6149 -5.5073 0.03 0.10 0.06 0.000
H 3.7277 3.2228 -3.7862 -0.03 0.12 0.05 0.000
H 2.3222 1.7388 -6.0539 -0.08 0.00 -0.09 0.000
H 1.5915 2.9369 -4.9674 0.01 -0.11 -0.02 0.000
C 2.0503 -2.4982 4.0923 -0.33 0.03 -0.55 0.000
Si 1.1806 -2.7778 2.4042 0.10 -1.88 1.06 0.000
C 2.2327 -4.1492 1.5537 -0.44 0.49 0.29 0.006
C -0.5873 -3.4599 2.7318 0.61 0.24 -0.13 0.000
O 1.1662 -1.4570 1.5344 -0.16 1.20 -0.15 -0.001
H 1.8634 -3.3168 4.7818 -0.08 -0.27 0.08 0.000
H 1.6998 -1.5874 4.5620 -0.16 0.31 0.12 0.000
H 3.1265 -2.4111 3.9687 0.23 0.04 -0.11 0.000
H 2.6941 -4.8035 2.2873 0.08 -0.15 0.30 0.000
H 3.0308 -3.7020 0.9656 0.09 0.15 -0.10 0.002
H 1.6475 -4.7760 0.8875 -0.16 -0.03 -0.19 0.001
H -0.6539 -4.0483 3.6428 0.15 -0.15 0.25 0.000
H -0.9486 -4.0805 1.9157 0.05 -0.10 -0.20 0.000
H -1.2783 -2.6271 2.8298 -0.08 0.18 0.02 0.000
S 1.2111 -4.2213 -2.0063 -0.14 -0.15 0.04 0.160
C 1.4423 -2.5848 -1.4472 1.41 -0.77 -0.99 0.416
N 0.3775 -2.0124 -0.8807 -1.06 0.19 -0.15 0.159
C -0.6759 -2.8686 -0.8363 -0.61 -0.51 -0.11 0.007
C -1.9376 -2.6569 -0.2514 0.33 0.02 -0.06 0.041
C -2.9094 -3.6331 -0.3640 -0.13 0.00 0.04 0.001
C -2.6710 -4.8370 -1.0152 0.01 -0.23 -0.07 0.043
C -1.4084 -5.1026 -1.5363 -0.16 0.17 0.12 0.009
C -0.4394 -4.1297 -1.4364 0.16 -0.03 -0.05 0.016
H 2.4152 -2.1455 -1.5285 0.07 0.24 0.13 0.027
H -2.1282 -1.7520 0.3091 -0.02 0.09 -0.01 0.003
H -3.8823 -3.4658 0.0777 -0.06 0.09 0.05 -0.001
H -3.4523 -5.5794 -1.1071 -0.07 -0.02 0.06 0.004
H -1.1830 -6.0478 -2.0049 0.00 -0.15 -0.10 -0.001
Br 2.9350 0.3565 -0.5398 0.70 0.14 -0.39 0.023
C -0.7019 -1.0224 6.3150 -0.07 0.36 -0.05 0.000
S -0.4037 0.7529 6.0256 -0.08 -0.11 0.13 0.000
C -1.8733 1.0966 5.1365 -0.02 0.18 0.61 0.003
C -2.0624 0.7520 3.8359 -0.59 0.25 -0.23 0.004
S -0.8860 0.1341 2.7910 0.04 -0.68 0.10 0.009
S -3.7606 0.9066 3.3013 0.27 0.14 1.13 0.000
C -4.4410 1.4538 4.8190 0.38 -0.02 -0.03 0.000
S -6.0465 1.7795 5.0478 -0.11 0.04 -0.06 0.000
S -3.2546 1.6500 6.0840 -0.20 -0.38 -1.11 0.001
H 0.1682 -1.4399 6.8106 0.14 -0.05 0.06 0.000
H -0.8450 -1.4983 5.3496 0.02 -0.11 -0.11 0.000
H -1.5846 -1.1398 6.9397 -0.02 -0.07 0.02 0.000
```
Positions in Å, forces in eV/Å.

Values from the calculation:
max |F|: 0.042 hartree/bohr
E_HOMO (alpha / beta): 0.09 / -2.38 eV
2S+1: 3
total charge: -2
Kohn-Sham gap (alpha / beta): 3.890 / 6.359 eV
energy relative to the best compared isomer or geometry (same formula, charge and spin): 0.000 eV
E: -250103.8260 eV

---

[2]
ORCA calculation (ωB97M-V/def2-TZVPD) on one molecule with the formula C3H7N3O.

Geometry as XYZ:
```
14
Properties=species:S:1:pos:R:3:forces:R:3:nbo_charge:R:1
H -1.1416 -3.1690 -1.7346 -0.11 -0.02 0.11 0.347
N -0.9752 -2.6263 -0.8882 -0.12 0.41 -0.17 -0.623
C -0.9605 -1.4098 -1.1848 -0.07 -0.35 -0.04 0.413
O -0.7553 -0.4674 -0.1825 0.13 0.04 0.12 -0.527
C 0.4878 0.0769 -0.2880 0.23 0.02 -0.04 0.709
N 1.2362 -0.3328 -1.2359 0.02 0.16 0.18 -0.803
H 2.1674 0.0627 -1.2262 -0.01 0.17 0.06 0.349
N 0.7603 0.9809 0.7020 0.11 -0.07 -0.21 -0.625
C -0.1604 1.4915 1.6995 -0.13 -0.01 0.07 -0.408
H -1.1040 -0.9516 -2.1650 0.02 -0.11 0.13 0.160
H 1.6222 1.4855 0.5775 -0.09 -0.08 -0.01 0.392
H -0.8671 0.7124 1.9849 0.08 0.08 -0.04 0.225
H -0.7229 2.3690 1.3543 0.07 -0.16 0.00 0.187
H 0.4131 1.7777 2.5869 -0.12 -0.07 -0.14 0.204
```
Positions in Å, forces in eV/Å.

Values from the calculation:
max |F|: 0.009 hartree/bohr
E_HOMO: -9.14 eV
SMILES: [H]/N=C/O/C(=N/[H])NC
Kohn-Sham gap: 9.985 eV
energy relative to the best compared isomer or geometry (same formula, charge and spin): 1.427 eV
E: -9741.6066 eV

---

[3]
ORCA calculation (ωB97M-V/def2-TZVPD) on one molecule with the formula C4H3BrS3.

Geometry as XYZ:
```
11
Properties=species:S:1:pos:R:3:forces:R:3:nbo_charge:R:1
C -1.7930 1.7326 0.3386 -1.07 2.39 -1.83 -0.145
C -0.8328 1.2017 -0.3687 -0.24 0.27 -0.01 -0.294
C -2.6830 3.5573 -0.9533 0.32 -2.14 2.53 -0.437
C 0.0189 0.0069 -0.0254 -0.08 0.02 0.03 -0.636
S -3.8974 4.3335 -0.3125 0.29 -0.04 -0.31 0.159
S -0.3974 1.8800 -1.9579 0.08 -0.04 -0.08 0.165
S -1.7054 3.4914 -2.2749 0.39 -0.25 -0.23 0.334
Br -2.5830 1.4091 1.9532 0.07 -0.03 -0.08 0.157
H -0.6077 -0.8835 0.0139 0.05 -0.04 -0.03 0.235
H 0.4719 0.1566 0.9529 0.06 -0.02 0.00 0.236
H 0.8009 -0.1413 -0.7639 0.13 -0.12 0.01 0.225
```
Positions in Å, forces in eV/Å.

Values from the calculation:
max |F|: 0.065 hartree/bohr
E_HOMO (alpha / beta): -8.06 / -8.06 eV
Kohn-Sham gap (alpha / beta): 7.315 / 7.314 eV
E: -106741.1760 eV

---

[4]
ORCA calculation (ωB97M-V/def2-TZVPD) on one molecule with the formula C20H23N3O6S.

Geometry as XYZ:
```
53
Properties=species:S:1:pos:R:3:forces:R:3:nbo_charge:R:1
C 6.6163 -0.6488 1.2752 -0.32 -0.01 0.26 -0.634
C 5.8626 -0.2312 2.5300 0.42 0.42 -0.25 -0.074
O 4.7163 -1.0522 2.7477 -0.19 -0.25 0.08 -0.494
C 3.6047 -0.7340 2.0820 -0.23 0.09 -0.08 0.795
O 3.5196 0.2268 1.3305 0.23 0.04 0.02 -0.663
C 2.5003 -1.6392 2.3525 -0.43 0.08 -0.22 -0.274
C 2.5052 -2.7722 3.2127 -0.20 -0.12 -0.01 -0.215
C 1.3163 -3.4193 3.2510 0.11 0.19 -0.24 -0.203
C 0.9436 -4.6150 4.0578 -0.22 0.08 0.14 -0.429
C -0.0268 -4.2437 5.1806 0.12 -0.19 -0.06 -0.594
S 0.1213 -2.6541 2.2246 0.55 -0.36 0.46 0.503
C 1.2654 -1.4636 1.7557 0.24 -0.27 0.32 0.060
N 0.9568 -0.4597 0.8809 0.13 0.36 -0.22 -0.613
C -0.2817 -0.3494 0.3309 0.06 -0.13 0.13 0.666
O -1.1567 -1.1559 0.6034 -0.10 0.26 -0.26 -0.601
C -0.4851 0.7811 -0.6111 -0.25 0.43 -0.41 -0.092
C 0.3965 1.8650 -0.7201 -0.16 -0.21 0.00 -0.237
C 0.1319 2.8314 -1.6579 -0.08 0.11 -0.17 -0.154
C -0.9958 2.7619 -2.4805 0.17 -0.87 1.09 -0.054
N -1.0164 3.6700 -3.5785 -0.01 0.47 -0.76 0.517
O -1.5029 3.2811 -4.6289 0.22 0.02 -0.05 -0.391
O -0.4908 4.7590 -3.4343 -0.02 0.16 -0.02 -0.387
C -1.9674 1.7482 -2.2984 0.25 0.31 0.01 0.306
N -3.1777 1.7534 -2.9091 -0.04 -0.12 -0.13 -0.416
C -4.0087 0.5648 -2.9376 -0.27 -0.15 -0.09 -0.248
C -5.0285 0.7070 -4.0645 0.16 -0.26 -0.01 -0.073
O -5.9196 1.7806 -3.8469 -0.07 -0.01 -0.05 -0.524
C -5.3285 2.8545 -3.1454 0.14 0.28 0.28 -0.076
C -3.8234 2.9579 -3.3831 -0.41 0.24 -0.37 -0.247
C -1.6361 0.7395 -1.3747 0.18 -0.07 0.10 -0.247
H 6.8915 -1.6992 1.3340 0.07 -0.07 -0.01 0.211
H 7.5166 -0.0496 1.1751 0.12 0.05 -0.03 0.217
H 5.9921 -0.4956 0.3982 0.01 0.02 -0.07 0.222
H 5.5430 0.8131 2.4495 0.08 -0.17 0.11 0.199
H 6.4782 -0.3646 3.4219 -0.11 0.04 -0.09 0.191
H 3.3768 -3.0701 3.7659 0.14 -0.13 0.14 0.231
H 0.4725 -5.3594 3.4116 0.10 -0.11 0.03 0.212
H 1.8494 -5.0528 4.4819 -0.01 -0.03 -0.10 0.216
H -0.9363 -3.8179 4.7639 -0.12 0.05 0.05 0.207
H -0.2879 -5.1248 5.7611 -0.09 -0.06 0.10 0.208
H 0.4261 -3.5109 5.8443 0.00 0.08 0.06 0.208
H 1.7438 0.1615 0.6815 -0.25 -0.12 -0.02 0.458
H 1.2738 1.9520 -0.1006 0.12 0.03 0.05 0.222
H 0.8131 3.6546 -1.8140 0.02 0.01 0.01 0.248
H -4.5357 0.4209 -1.9848 0.05 -0.10 -0.03 0.195
H -3.3850 -0.3105 -3.1317 -0.07 0.00 0.03 0.219
H -4.4957 0.8460 -5.0164 -0.05 -0.06 0.10 0.174
H -5.6433 -0.1933 -4.1365 0.15 0.03 0.00 0.201
H -5.8242 3.7649 -3.4912 0.11 -0.03 0.09 0.202
H -5.5192 2.7435 -2.0666 0.00 0.05 -0.12 0.165
H -3.4388 3.8212 -2.8310 -0.04 -0.04 -0.07 0.213
H -3.6227 3.1204 -4.4514 -0.13 0.06 0.27 0.224
H -2.2991 -0.0938 -1.2093 -0.11 -0.03 0.02 0.246
```
Positions in Å, forces in eV/Å.

Values from the calculation:
max |F|: 0.027 hartree/bohr
E_HOMO: -8.17 eV
SMILES: CCOC(=O)c1cc(CC)sc1NC(=O)c1ccc([N+](=O)[O-])c(N2CCOCC2)c1
Kohn-Sham gap: 7.479 eV
energy relative to the best compared isomer or geometry (same formula, charge and spin): 3.761 eV
E: -48701.6140 eV

---

[5]
ORCA calculation (ωB97M-V/def2-TZVPD) on an isolated ion of composition CH3ClO2PS and charge -1.

Geometry as XYZ:
```
9
Properties=species:S:1:pos:R:3:forces:R:3:nbo_charge:R:1
C -1.3681 -0.2935 0.2604 -0.60 -0.07 -1.23 -0.740
S -0.0082 -1.4905 0.2467 0.47 0.48 0.51 -0.168
P 1.2116 0.2222 -0.2781 -2.18 5.81 2.42 1.822
O 1.0362 0.4137 -1.7457 0.37 -0.25 0.53 -1.133
O 0.8591 1.5984 0.7149 1.46 -5.73 -3.43 -1.112
Cl 3.0834 -0.3756 0.1461 0.87 -0.44 0.27 -0.337
H -1.4760 0.2248 1.1880 0.06 0.11 0.68 0.221
H -2.3330 -0.7407 -0.0569 0.66 0.13 0.10 0.198
H -1.0051 0.4412 -0.4753 -1.11 -0.05 0.14 0.249
```
Positions in Å, forces in eV/Å.

Values from the calculation:
max |F|: 0.133 hartree/bohr
E_HOMO: -4.70 eV
SMILES: CS[P@@](=O)([O-])Cl
total charge: -1
Kohn-Sham gap: 8.083 eV
energy relative to the best compared isomer or geometry (same formula, charge and spin): 1.230 eV
E: -37830.6935 eV

---

[6]
ORCA calculation (ωB97M-V/def2-TZVPD) on C5H9NO2 as an isolated structure.

Geometry as XYZ:
```
17
Properties=species:S:1:pos:R:3:forces:R:3:nbo_charge:R:1
C 0.6544 -0.2225 2.1550 -0.78 0.49 -0.65 0.558
C -1.2684 1.5362 -0.9363 -0.11 -0.08 -0.05 -0.670
C -0.4512 0.7408 0.0258 1.03 -0.77 -0.14 0.380
C 0.7685 -0.2012 -1.0214 -0.75 0.56 -0.14 -0.537
C 0.2638 -1.1991 -1.7693 0.15 0.13 0.19 -0.246
O 1.5555 -0.7388 1.3759 -0.08 -0.13 -1.10 -0.714
O -0.1294 -1.1132 2.8641 0.01 0.10 -0.06 -0.704
N -0.4569 0.6791 1.2310 0.33 -0.23 0.60 -0.413
H -0.2318 -1.8989 2.3109 0.09 0.03 0.05 0.473
H 1.2255 -0.5954 0.1253 -0.04 0.16 1.42 0.413
H 0.9745 0.5728 2.8327 0.02 -0.14 -0.03 0.145
H 1.4060 0.5328 -1.5072 0.02 -0.05 -0.12 0.216
H -1.9211 2.2086 -0.3813 0.06 -0.03 -0.01 0.244
H -0.6270 2.1086 -1.6057 0.02 -0.03 0.02 0.234
H -1.8666 0.8573 -1.5445 0.02 0.02 -0.01 0.236
H 0.4797 -1.3106 -2.8265 0.10 -0.06 0.02 0.196
H -0.3755 -1.9565 -1.3285 -0.08 0.04 0.00 0.191
```
Positions in Å, forces in eV/Å.

Values from the calculation:
max |F|: 0.028 hartree/bohr
E_HOMO (alpha / beta): -9.33 / -9.33 eV
Kohn-Sham gap (alpha / beta): 8.945 / 8.946 eV
energy relative to the best compared isomer or geometry (same formula, charge and spin): 4.415 eV
E: -10912.1608 eV